No. 1
{"formula": "C26H24MnN3O5S", "method": "ωB97M-V/def2-TZVPD", "species": ["Mn", "O", "C", "C", "C", "C", "C", "C", "C", "O", "N", "O", "O", "H", "H", "H", "H", "O", "S", "C", "C", "C", "C", "C", "C", "C", "C", "C", "C", "C", "C", "C", "C", "H", "H", "H", "H", "H", "H", "H", "H", "H", "H", "H", "H", "H", "H", "N", "C", "C", "C", "N", "C", "C", "H", "H", "H", "H", "H", "H"], "positions_angstrom": [[1.62777, -1.21782, -0.28255], [3.48677, -1.36192, -0.30795], [4.38417, -0.44792, -0.54245], [4.16247, 0.93128, -0.37905], [5.18067, 1.88618, -0.54875], [4.89477, 3.23898, -0.43895], [3.59987, 3.70468, -0.22085], [2.56977, 2.78828, -0.08775], [2.82227, 1.41248, -0.11635], [1.84447, 0.56698, 0.06145], [5.96977, 4.19418, -0.54825], [5.67237, 5.36848, -0.53755], [7.09447, 3.75238, -0.63835], [5.33137, -0.79392, -0.95925], [6.19097, 1.56698, -0.74825], [3.40977, 4.76518, -0.15525], [1.55967, 3.13558, 0.07635], [-0.17263, -1.19392, 0.54955], [-1.30163, -0.47372, 1.27505], [-0.91323, 1.32318, 1.17105], [-1.15743, 2.03168, -0.12255], [-1.90093, 3.21078, -0.10005], [-2.03343, 3.98568, -1.23885], [-1.43393, 3.58308, -2.41865], [-0.72413, 2.39378, -2.45945], [-0.59633, 1.60788, -1.32735], [-2.75563, -0.51692, 0.13315], [-3.89983, -0.21642, 1.04675], [-4.19743, -1.13092, 2.05225], [-5.16923, -0.84982, 2.99155], [-5.85113, 0.35628, 2.93565], [-5.56573, 1.26818, 1.93335], [-4.58773, 0.98888, 0.99345], [0.14587, 1.37648, 1.43805], [-1.50803, 1.76618, 1.96885], [-2.35753, 3.53308, 0.82685], [-2.57863, 4.91588, -1.19225], [-1.51943, 4.19058, -3.30475], [-0.25403, 2.08258, -3.37715], [-0.02993, 0.66928, -1.38515], [-2.80003, -1.52552, -0.27455], [-2.64283, 0.21388, -0.66315], [-3.65163, -2.06212, 2.09925], [-5.38283, -1.56052, 3.77415], [-6.60623, 0.57938, 3.67235], [-6.09623, 2.20738, 1.89325], [-4.36403, 1.70768, 0.21925], [0.50347, -7.21782, -0.21075], [0.78667, -5.92592, -0.42195], [-0.18603, -5.01862, -0.88315], [0.13137, -3.69272, -1.03185], [1.34257, -3.17912, -0.74645], [2.29267, -4.05502, -0.36785], [2.07247, -5.39802, -0.20495], [-0.42623, -7.57032, -0.35615], [1.21307, -7.85122, 0.11665], [-1.17853, -5.36922, -1.11655], [-0.60523, -2.99172, -1.40815], [3.27787, -3.63972, -0.20215], [2.88057, -6.04282, 0.09725]], "forces_ev_per_a": [[-0.858, -0.604, 0.483], [3.031, 1.033, -0.970], [-2.006, -1.451, 0.388], [-0.846, 0.911, -0.040], [-0.033, 0.569, 0.043], [-0.032, -1.392, -0.036], [-0.825, -0.760, 0.079], [0.450, 0.948, 0.208], [-0.019, -1.501, 0.057], [0.187, 2.153, -0.032], [0.406, 0.198, -0.080], [0.025, 0.228, 0.003], [0.295, 0.047, -0.054], [0.112, -0.077, 0.350], [0.169, 0.060, -0.014], [0.053, 0.030, -0.048], [-0.062, -0.083, -0.015], [0.187, -0.481, -0.412], [0.135, 0.570, -0.907], [-0.216, -0.260, 0.205], [-0.006, 0.091, -0.097], [0.143, -0.153, 0.104], [0.011, 0.069, -0.011], [-0.012, 0.024, -0.015], [-0.060, -0.091, -0.018], [0.262, -0.295, -0.016], [0.247, -0.015, 0.490], [-0.175, 0.053, 0.140], [-0.124, 0.043, 0.001], [-0.019, 0.012, 0.033], [-0.039, -0.014, -0.021], [-0.051, 0.054, 0.082], [0.048, -0.073, -0.050], [-0.128, -0.208, 0.109], [0.007, 0.038, 0.091], [0.002, 0.031, 0.057], [-0.100, 0.056, -0.030], [-0.003, 0.088, -0.116], [0.035, -0.081, -0.185], [-0.318, 0.577, 0.092], [0.139, -0.068, 0.065], [0.133, -0.075, -0.014], [0.043, -0.145, 0.036], [-0.059, -0.080, 0.070], [-0.089, 0.049, 0.079], [-0.064, 0.069, -0.029], [0.060, 0.064, -0.112], [-0.023, -0.339, 0.042], [0.176, 0.649, -0.074], [0.080, 0.003, -0.039], [-0.017, -0.082, 0.022], [-0.017, -0.145, 0.036], [0.054, -0.073, -0.092], [-0.200, -0.042, -0.051], [0.091, -0.052, 0.008], [-0.130, 0.012, -0.035], [-0.140, 0.022, -0.071], [0.003, -0.044, 0.162], [-0.063, -0.005, 0.075], [0.147, -0.058, 0.074]], "charge": 1, "energy_ha": -3094.51091, "s2": 0.958, "orbital_gap_ev": [7.71, 7.62], "spin_multiplicity": 2}

No. 2
{"formula": "C9H26AgN4O3", "method": "ωB97M-V/def2-TZVPD", "species": ["Ag", "C", "C", "C", "O", "C", "N", "H", "H", "H", "H", "H", "H", "H", "H", "H", "H", "H", "C", "C", "C", "O", "C", "N", "H", "H", "H", "H", "H", "H", "H", "H", "H", "H", "H", "C", "O", "N", "N", "H", "H", "H", "H"], "positions_angstrom": [[11.83484, -9.83607, 14.98426], [11.16067, -10.12912, 10.45191], [11.63764, -9.45790, 11.71634], [10.48824, -8.78155, 12.42593], [10.88210, -8.10541, 13.60580], [9.91717, -7.17414, 14.01769], [12.20931, -10.49399, 12.63626], [11.98419, -10.51719, 9.85343], [10.62442, -9.40965, 9.82411], [10.47346, -10.96290, 10.61266], [12.37377, -8.70982, 11.42025], [9.78116, -9.56064, 12.75092], [9.94465, -8.14064, 11.72563], [9.70747, -6.40887, 13.25360], [10.21256, -6.70622, 14.94960], [8.89199, -7.56758, 14.13024], [13.15906, -10.75376, 12.38875], [11.67129, -11.33312, 12.43773], [12.57592, -11.14311, 18.71254], [13.34336, -10.04874, 17.99602], [14.19110, -10.61692, 16.86352], [13.29951, -11.40182, 16.10438], [13.86073, -12.47327, 15.37412], [12.38154, -9.08272, 17.38666], [11.89901, -10.67286, 19.43934], [13.21994, -11.81505, 19.27442], [11.85738, -11.66119, 18.08016], [13.91027, -9.50984, 18.76086], [14.99732, -11.23110, 17.28713], [14.74034, -9.85005, 16.30507], [14.93469, -12.34005, 15.21854], [13.46878, -12.50219, 14.35106], [13.62916, -13.42979, 15.84163], [12.91647, -8.29130, 17.03608], [11.84597, -8.65724, 18.14013], [14.25956, -7.04836, 14.49667], [13.51750, -7.65391, 15.25125], [14.12920, -7.05381, 13.12887], [15.01066, -5.98304, 14.93631], [14.92069, -6.71910, 12.60257], [13.52434, -7.71011, 12.67771], [15.28542, -5.24108, 14.31911], [15.01201, -5.86808, 15.93188]], "forces_ev_per_a": [[0.316, 0.258, 0.424], [-0.447, 0.269, -0.937], [0.108, -0.685, 0.351], [-0.758, -0.623, 0.122], [0.290, 0.165, -0.558], [-1.477, 0.879, -0.250], [-0.105, 0.340, -0.006], [0.128, 0.044, 0.106], [0.079, -0.085, -0.029], [-0.018, 0.060, 0.318], [0.240, -0.071, 0.292], [-0.112, -0.049, -0.310], [0.182, 0.284, 0.128], [0.754, 0.084, 0.057], [0.246, -0.056, -0.004], [0.441, -0.678, 0.342], [0.049, 0.267, -0.032], [-0.012, -0.087, 0.254], [-1.003, 0.523, 0.592], [-0.626, 0.389, -0.185], [0.751, -0.211, 1.268], [0.071, -0.034, -0.795], [0.403, -0.061, -0.749], [0.171, 0.128, 0.164], [0.363, 0.064, 0.174], [0.044, -0.171, -0.204], [0.477, -0.292, -0.311], [0.552, -0.186, -0.279], [-0.283, -0.241, 0.079], [-0.544, 0.125, -0.370], [0.048, -0.143, 0.401], [-0.357, 0.135, 0.210], [0.176, 0.030, 0.173], [0.062, -0.132, -0.279], [-0.357, -0.368, -0.095], [-1.400, 2.799, -0.704], [0.421, -1.170, 0.183], [0.889, -0.269, 0.090], [0.256, -1.236, 0.128], [-0.158, -0.087, -0.163], [-0.088, -0.242, 0.218], [0.061, 0.003, 0.151], [0.165, 0.331, 0.038]], "charge": 1, "energy_ha": -950.02658, "orbital_gap_ev": 9.56}

No. 3
{"formula": "C5H11N3P", "method": "ωB97M-V/def2-TZVPD", "species": ["C", "C", "C", "C", "C", "N", "N", "N", "P", "H", "H", "H", "H", "H", "H", "H", "H", "H", "H", "H"], "positions_angstrom": [[0.22531, 1.33304, -1.01652], [-1.33564, -0.78056, -1.16286], [0.93274, -0.75429, -0.26478], [2.12932, -1.64116, 0.24010], [-2.73582, 0.90732, 0.71795], [1.10380, 0.61308, -0.32779], [-0.23944, -1.24761, -0.58844], [2.31100, 1.09057, 0.13324], [-2.90376, -0.40238, -0.57910], [0.56516, 2.31450, -0.83225], [2.34817, -1.52340, 1.30232], [1.79576, -2.77974, 0.20497], [3.10919, -1.64384, -0.26062], [-1.67819, 1.12545, 1.09124], [-3.29952, 0.63346, 1.69294], [-2.89345, 1.94204, 0.32692], [-0.17995, -2.30802, -0.65020], [3.03427, 0.53809, -0.27144], [2.37937, 1.96046, -0.28951], [-3.24755, 0.40886, -1.72822]], "forces_ev_per_a": [[-0.489, -2.383, 1.449], [-0.477, 1.660, -0.739], [1.643, -1.445, 1.218], [-1.926, -2.727, -0.098], [0.978, 0.778, 2.411], [-1.972, -0.361, -2.395], [2.195, -2.537, 0.567], [0.378, -0.793, 1.624], [0.503, 1.533, -0.596], [-0.002, 1.867, -0.605], [-0.279, 0.594, -0.011], [0.523, 2.307, -0.167], [-0.652, 0.537, -0.410], [-0.967, -1.205, -0.632], [0.503, 0.791, -1.869], [-0.925, -0.969, 0.110], [-0.264, 1.383, 0.193], [0.782, -0.543, -0.185], [0.503, 2.257, -0.531], [-0.056, -0.742, 0.668]], "charge": 1, "energy_ha": -702.21488, "orbital_gap_ev": [7.36, 7.36]}

No. 4
{"formula": "C4H7I2N", "method": "ωB97M-V/def2-TZVPD", "species": ["C", "C", "C", "C", "N", "I", "I", "H", "H", "H", "H", "H", "H", "H"], "positions_angstrom": [[0.07728, -0.00238, 0.48082], [0.39438, 0.32037, 1.89397], [-1.42202, -0.03892, 0.28362], [0.94379, -0.49779, -1.87024], [1.00968, -0.41208, -0.30689], [2.63775, 0.64807, -2.59066], [-0.80400, 0.08912, -3.05306], [1.23691, -0.12087, 2.46139], [0.69468, 1.34657, 1.78738], [-0.46148, 0.24741, 2.46225], [-2.00845, 0.94043, 0.37121], [-1.66309, -0.30961, -0.82150], [-1.83500, -0.74760, 1.05139], [1.19957, -1.46271, -2.14968]], "forces_ev_per_a": [[0.157, -1.873, -0.661], [2.504, 0.261, -0.348], [-1.536, 0.640, -2.320], [-0.274, 2.044, 3.187], [-0.678, 0.999, -2.367], [-0.328, -0.121, 0.257], [0.538, -0.143, -0.160], [-0.332, -0.345, -0.941], [-0.058, 0.953, 0.436], [-1.804, 0.048, 1.393], [1.199, -1.042, 0.371], [0.167, -0.162, 2.541], [0.306, 0.519, -0.950], [0.139, -1.778, -0.438]], "charge": 0, "energy_ha": -806.68520, "orbital_gap_ev": 8.77}